Model 1:
Below is a molecular structure, C2HN4S, with properties calculated with ωB97M-V/def2-TZVPD.

```
8
Properties=species:S:1:pos:R:3:nbo_charge:R:1
C 1.231 -0.153 -0.002 -0.18
C -0.068 0.148 -0.037 0.09
N -3.057 -2.366 0.111 0.09
N 1.730 1.083 0.036 0.18
N 1.083 2.160 0.030 -0.28
N -2.246 -1.670 -0.112 -0.06
S -0.491 1.849 -0.028 0.85
H 1.818 -1.052 0.002 0.31
```

Computed properties:
HOMO (spin up / spin down), eV: -16.43 / -17.17
LUMO level (spin up / spin down), eV: -9.1 / -7.4
HOMO-LUMO gap (spin up / spin down), Ha: 0.271 / 0.360
Charge: +1


Model 2:
Below is a molecular structure, C2HN4S, with properties calculated with ωB97M-V/def2-TZVPD.

```
8
Properties=species:S:1:pos:R:3:nbo_charge:R:1
C 1.352 0.459 -0.247 -0.18
C 0.108 0.184 0.109 0.11
N -2.116 -3.552 0.830 0.07
N 1.111 1.706 -0.660 0.14
N 0.013 2.411 -0.711 -0.27
N -1.734 -2.550 0.797 -0.06
S -1.124 1.441 -0.041 0.84
H 2.391 -0.099 -0.077 0.35
```

Computed properties:
HOMO (spin up / spin down), eV: -17.17 / -16.75
LUMO level (spin up / spin down), eV: -7.7 / -8.9
HOMO-LUMO gap (spin up / spin down), Ha: 0.347 / 0.290
Charge: +1


Q: Which of them is the most stable? A: model 1.


Model 1:
Below is C2H6N4S in the gas phase, with properties calculated with ωB97M-V/def2-TZVPD.

```
13
Properties=species:S:1:pos:R:3:nbo_charge:R:1
H 2.495 -1.731 0.639 0.34
N 2.848 -0.835 0.398 -0.71
C 1.787 -0.202 -0.158 0.32
N 1.734 1.164 -0.482 -0.83
S 0.161 -1.066 -0.256 0.14
C -1.236 0.111 -0.024 0.35
N -2.315 -0.843 -0.116 -0.91
N -1.291 1.330 0.249 -0.73
H -2.251 1.390 0.708 0.36
H 0.867 1.561 -0.433 0.41
H 2.676 1.672 -0.205 0.42
H -2.087 -1.899 -0.382 0.42
H -3.389 -0.651 0.062 0.42
```

Computed properties:
HOMO, eV: -9.11
LUMO level, eV: 0.4
SMILES: [H]/N=C(/N)S/C(N)=N/[H]
HOMO-LUMO gap, Ha: 0.350
Charge: 0


Model 2:
Below is C2H6N4S in the gas phase, with properties calculated with ωB97M-V/def2-TZVPD.

```
13
Properties=species:S:1:pos:R:3:nbo_charge:R:1
N -2.930 -0.605 0.033 -0.65
N -1.888 0.329 -0.250 -0.44
C -0.560 0.149 -0.003 0.30
N 0.149 1.233 -0.065 -0.56
C 1.544 0.958 0.069 0.24
N 2.121 -0.159 -0.169 -0.65
S 3.842 -0.178 -0.057 0.14
H -2.869 -1.339 -0.699 0.36
H -2.780 -0.970 1.007 0.36
H -2.126 1.285 -0.489 0.40
H -0.212 -0.826 0.394 0.19
H 2.069 1.915 0.414 0.15
H 3.640 -1.794 -0.185 0.16
```

Computed properties:
HOMO, eV: -8.14
LUMO level, eV: 0.5
SMILES: NN/C=N/C=N/S
HOMO-LUMO gap, Ha: 0.318
Charge: 0


Model 3:
Below is C2H6N4S in the gas phase, with properties calculated with ωB97M-V/def2-TZVPD.

```
13
Properties=species:S:1:pos:R:3:nbo_charge:R:1
N 0.359 0.121 -1.680 -0.79
N 0.232 -0.661 -0.146 -0.03
C -1.007 -1.215 0.127 -0.18
C -1.792 -0.417 0.937 -0.32
S -1.070 0.938 1.671 -0.01
N 0.724 0.083 0.756 0.01
N 1.718 0.936 0.675 -0.60
H -0.232 -0.242 -2.455 0.37
H 1.362 -0.075 -1.742 0.35
H -1.423 -1.849 -0.654 0.22
H -2.820 -0.584 1.042 0.23
H 1.998 1.642 -0.122 0.38
H 1.951 1.325 1.592 0.39
```

Computed properties:
HOMO (spin up / spin down), eV: -7.16 / -7.16
LUMO level (spin up / spin down), eV: 0.5 / 0.5
SMILES: NN1C=CSN1N
HOMO-LUMO gap (spin up / spin down), Ha: 0.280 / 0.280
Charge: 0


Q: Which of them is the most stable? A: model 1.